Record 1
The following is a DFT calculation (ωB97M-V/def2-TZVPD) of a gas-phase ion, C5H12N2 (charge +2) in a non-equilibrium geometry.

```
19
Properties=species:S:1:pos:R:3
C 1.623 0.482 -0.530
C 0.522 -0.079 0.414
C -0.903 0.385 0.251
C -1.524 1.244 1.045
C -1.726 -1.652 -0.869
N -1.820 -0.397 -0.581
N 2.911 0.143 0.193
H 1.487 1.598 -0.615
H 1.521 -0.053 -1.484
H 0.565 -1.177 0.249
H 0.789 -0.043 1.471
H -1.103 1.857 1.821
H -2.615 1.389 1.017
H -0.790 -2.180 -0.877
H -2.641 -2.133 -1.163
H -2.778 -0.018 -0.601
H 2.893 0.116 1.208
H 3.624 0.846 -0.104
H 3.273 -0.765 -0.109
```

Results
Energy above the lowest of the compared OMol25 structures with the same formula, charge and spin (kcal/mol): 20.8
Total charge: +2
SMILES: C=[NH+]C(=C)CC[NH3+]

Mulliken atomic charge list, values in e, 8 entries: number 1, C, carries -0.3970; number 2, C, carries -0.9369; number 3, C, carries 0.8497; number 4, C, carries -1.1416; number 5, C, carries -0.1633; number 6, N, carries -0.0327; number 7, N, carries -0.3063; number 8, H, carries 0.3862

=====

Record 2
The following is a DFT calculation (ωB97M-V/def2-TZVPD) of a gas-phase ion, C24H29O4Si (charge +1) in a non-equilibrium geometry.

```
58
Properties=species:S:1:pos:R:3
C 0.536 -1.974 -0.908
C 1.603 -1.402 0.060
C 1.225 -2.118 1.396
O 0.047 -2.230 1.888
Si -0.298 -2.795 3.564
C -1.973 -1.919 3.810
C -0.448 -4.623 3.534
C 0.969 -2.165 4.746
O 2.163 -2.778 2.035
C 3.374 -2.907 1.184
C 2.967 -2.221 -0.102
H 0.854 -1.674 -1.914
H 0.321 -3.063 -0.931
H -0.382 -1.450 -0.613
H -2.245 -1.963 4.865
H -1.891 -0.880 3.492
H -2.725 -2.433 3.215
H -0.689 -4.991 4.540
H -1.242 -4.955 2.857
H 0.490 -5.091 3.222
H 0.493 -2.000 5.720
H 1.751 -2.919 4.873
H 1.423 -1.226 4.419
H 4.193 -2.395 1.700
H 3.605 -3.980 1.139
H 2.952 -3.002 -0.904
H 3.717 -1.479 -0.386
C -6.071 4.319 -2.658
O -5.544 3.711 -1.464
C -4.252 3.315 -1.425
C -3.804 2.637 -0.271
C -2.533 2.116 -0.218
C -1.607 2.231 -1.286
C -0.240 1.709 -1.204
O 0.418 1.915 -2.406
C 1.775 1.635 -2.426
C 2.385 0.890 -1.381
C 3.778 0.864 -1.465
C 4.475 1.313 -2.605
C 3.801 1.941 -3.657
C 2.439 2.117 -3.560
C 1.596 0.077 -0.278
C 0.322 0.941 -0.204
C -2.069 2.956 -2.433
C -3.351 3.494 -2.507
H -7.122 4.496 -2.422
H -5.560 5.268 -2.867
H -5.981 3.643 -3.519
H -4.502 2.526 0.546
H -2.175 1.627 0.681
H 4.331 0.386 -0.664
H 5.566 1.172 -2.664
H 4.370 2.336 -4.501
H 1.915 2.677 -4.327
H 2.204 0.314 0.713
H -0.298 0.817 0.672
H -1.399 3.155 -3.279
H -3.658 4.035 -3.420
```

Results
Total charge: +1

Mulliken atomic charge list, values in e, 8 entries: number 1, C, carries -2.0631; number 2, C, carries 1.9924; number 3, C, carries -0.0397; number 4, O, carries -0.3601; number 5, Si, carries 0.3101; number 6, C, carries -1.0433; number 7, C, carries -1.0155; number 8, C, carries -1.0033

=====

Record 3
The following is a DFT calculation (ωB97M-V/def2-TZVPD) of C6H13NS in the gas phase in a non-equilibrium geometry.

```
21
Properties=species:S:1:pos:R:3
C -1.048 -1.825 -0.524
C -1.338 0.569 -0.131
C -0.190 1.371 -0.784
C 0.935 1.566 0.218
C 1.397 0.189 0.769
C 0.222 -0.677 1.275
H -2.035 -1.903 -0.950
H -0.351 -1.661 -1.350
H -0.751 -2.740 -0.041
H -1.800 1.115 0.752
H -2.147 0.456 -0.912
H -0.590 2.344 -1.104
H 0.054 0.854 -1.684
H 0.511 2.200 0.985
H 1.810 2.027 -0.323
H 2.082 0.288 1.599
H 1.513 -0.595 -1.469
H -0.171 -0.372 2.242
H 0.537 -1.657 1.409
N -1.005 -0.750 0.452
S 2.366 -0.799 -0.430
```

Results
Energy above the lowest of the compared OMol25 structures with the same formula, charge and spin (kcal/mol): 17.2
Total charge: 0
SMILES: CN1CCC[C@H](S)C1

Mulliken atomic charge list, values in e, 8 entries: number 1, C, carries -0.8055; number 2, C, carries -0.7475; number 3, C, carries -0.6195; number 4, C, carries -0.6992; number 5, C, carries 0.0057; number 6, C, carries -1.1795; number 7, H, carries 0.3235; number 8, H, carries 0.2854

=====

Record 4
The following is a DFT calculation (ωB97M-V/def2-TZVPD) of 3 unconnected molecules or ions with the total composition C4H15NO2.

```
22
Properties=species:S:1:pos:R:3
C 3.397 -0.726 -0.702
N 2.366 -0.431 0.269
C 1.447 1.135 1.914
C 1.809 0.879 0.454
C 0.552 1.129 -0.418
H 2.995 -0.898 -1.702
H 3.889 -1.652 -0.415
H 4.087 0.111 -0.797
H 2.282 -1.105 1.017
H 1.317 2.204 2.077
H 2.205 0.751 2.605
H 0.527 0.618 2.173
H 2.561 1.607 0.104
H -0.139 0.307 -0.265
H 0.771 1.266 -1.485
H 0.137 2.089 -0.117
H -4.918 -5.012 0.739
H -5.945 -3.881 0.815
O -5.777 -4.744 0.400
H -3.904 1.687 -2.475
H -4.930 2.795 -2.174
O -4.730 1.869 -2.017
```

Results
Energy above the lowest of the compared OMol25 structures with the same formula, charge and spin (kcal/mol): 30.3
Total charge: 0
SMILES: CNC(C)C.O.O

Mulliken atomic charge list, values in e, 8 entries: number 1, C, carries -0.9269; number 2, N, carries -0.2660; number 3, C, carries -1.4700; number 4, C, carries 0.5421; number 5, C, carries -1.3905; number 6, H, carries 0.2486; number 7, H, carries 0.3148; number 8, H, carries 0.2950

=====

Record 5
The following is a DFT calculation (ωB97M-V/def2-TZVPD) of C2H3N3O2 in the gas phase in a non-equilibrium geometry.

```
10
Properties=species:S:1:pos:R:3
N 1.643 -0.763 0.000
C 0.357 -0.434 0.266
N -0.162 -0.413 1.452
O -1.076 0.700 1.220
C -1.466 0.767 -0.092
O -2.448 1.359 -0.468
N -0.472 0.083 -0.775
H 2.038 -0.157 -0.702
H 2.220 -0.866 0.825
H -0.634 -0.277 -1.727
```

Results
Energy above the lowest of the compared OMol25 structures with the same formula, charge and spin (kcal/mol): 47.5
Total charge: 0
SMILES: Nc1noc(=O)[nH]1

Mulliken atomic charge list, values in e, 8 entries: number 1, N, carries -0.4881; number 2, C, carries 0.4785; number 3, N, carries -0.3920; number 4, O, carries -0.1910; number 5, C, carries 0.4968; number 6, O, carries -0.5443; number 7, N, carries -0.1533; number 8, H, carries 0.2576

=====

Record 6
The following is a DFT calculation (ωB97M-V/def2-TZVPD) of 3 unconnected molecules or ions with the total composition C34H50IN4O9 in a non-equilibrium geometry.

```
98
Properties=species:S:1:pos:R:3
C 7.252 -3.026 0.580
O 6.610 -2.003 -0.163
C 5.217 -2.210 -0.314
C 4.613 -0.973 -0.961
C 3.548 -0.295 -0.109
C 2.974 0.957 -0.793
C 1.696 0.676 -1.580
C 0.475 0.450 -0.695
C 0.002 1.738 -0.034
C -1.239 1.562 0.832
C -2.482 1.154 0.023
C -3.754 1.972 0.328
C -4.844 1.135 1.015
C -5.604 0.224 0.108
C -5.776 -1.147 0.210
C -5.281 -2.068 1.276
C -6.289 -2.151 2.409
N -7.510 -2.012 2.146
N -6.548 -1.543 -0.857
C -7.010 -2.906 -1.125
C -8.408 -2.953 -1.734
N -8.892 -4.321 -1.927
C -6.828 -0.476 -1.594
N -6.295 0.606 -1.023
C -6.494 1.962 -1.547
C -5.546 2.337 -2.715
C -4.472 1.297 -3.023
I -2.845 2.160 -4.087
H 6.631 -3.918 0.647
H 7.445 -2.673 1.594
H 8.196 -3.273 0.101
H 5.050 -3.095 -0.938
H 4.773 -2.419 0.665
H 4.184 -1.228 -1.931
H 5.417 -0.262 -1.150
H 2.755 -1.012 0.113
H 3.982 -0.013 0.852
H 2.797 1.735 -0.050
H 3.746 1.345 -1.458
H 1.510 1.494 -2.279
H 1.882 -0.213 -2.187
H -0.320 0.023 -1.310
H 0.754 -0.286 0.062
H -0.178 2.476 -0.818
H 0.800 2.096 0.616
H -1.434 2.513 1.327
H -1.015 0.819 1.597
H -2.702 0.094 0.173
H -2.250 1.255 -1.038
H -3.526 2.836 0.947
H -4.113 2.379 -0.614
H -5.546 1.746 1.585
H -4.339 0.503 1.742
H -4.333 -1.707 1.660
H -5.150 -3.078 0.894
H -5.922 -2.371 3.410
H -8.087 -2.135 2.975
H -6.304 -3.390 -1.799
H -7.027 -3.451 -0.187
H -8.418 -2.477 -2.715
H -9.108 -2.407 -1.105
H -8.880 -4.802 -1.032
H -8.222 -4.825 -2.500
H -7.433 -0.436 -2.479
H -7.534 2.027 -1.853
H -6.353 2.650 -0.724
H -6.141 2.507 -3.610
H -5.086 3.294 -2.485
H -4.062 0.857 -2.120
H -4.869 0.507 -3.652
C 8.296 0.272 -1.913
C 9.038 0.220 -3.027
C 9.344 1.446 -3.848
O 10.038 1.298 -4.836
C 8.795 2.720 -3.420
C 8.048 2.772 -2.310
C 7.757 1.547 -1.481
O 7.067 1.703 -0.489
O 7.504 3.888 -1.843
O 9.566 -0.900 -3.502
H 8.062 -0.604 -1.322
H 9.011 3.593 -4.019
H 7.033 3.635 -1.026
H 10.059 -0.648 -4.307
C 3.039 1.644 5.205
C 2.486 1.271 4.044
C 1.719 -0.017 3.899
O 1.232 -0.252 2.806
C 1.607 -0.893 5.046
C 2.165 -0.525 6.210
C 2.908 0.779 6.364
O 3.362 1.030 7.463
O 2.111 -1.258 7.308
O 2.562 1.989 2.931
H 3.589 2.567 5.320
H 1.071 -1.823 4.926
H 2.590 -0.757 7.997
H 2.097 1.472 2.245
```

Results
Total charge: +1

Mulliken atomic charge list, values in e, 8 entries: number 1, C, carries -0.8924; number 2, O, carries -0.2753; number 3, C, carries -0.7952; number 4, C, carries -0.1274; number 5, C, carries -0.5497; number 6, C, carries -0.7304; number 7, C, carries -1.2331; number 8, C, carries 0.1608

=====

| no. | HOMO (eV) | frontier orbital gap (eV) |
| --- | --- | --- |
| 1 | -18.478 | 9.81 |
| 2 | -10.092 | 6.66 |
| 3 | -8.118 | 8.98 |
| 4 | -8.126 | 8.95 |
| 5 | -9.312 | 9.78 |
| 6 | -10.559 | 7.58 |